(1)
C4H6O2S | ωB97M-V with the def2-TZVPD basis set

The geometry in XYZ format:
```
13
Properties=species:S:1:pos:R:3:forces:R:3
C 0.400694 0.904106 1.095857 1.48 -2.54 -4.77
C 1.001078 -0.104004 -0.940898 1.36 0.24 3.36
C -0.132123 -1.015939 -0.866652 0.25 0.03 -1.24
C -1.222231 -0.393232 -0.088808 -1.26 0.29 0.80
O 0.428845 2.401731 3.098000 0.98 -0.07 0.01
O -0.692669 0.240525 1.145906 -1.03 -0.75 0.89
S 1.308555 1.879557 1.991701 -1.60 0.57 0.66
H 0.993106 0.420555 -1.826838 -0.42 2.21 -1.46
H 2.033654 -0.412392 -0.845556 -0.06 -0.52 0.68
H -0.410940 -1.176416 -1.938548 -0.48 -0.03 0.90
H -0.035558 -1.968988 -0.411980 1.01 -0.97 0.31
H -1.725597 0.441791 -0.507941 -0.48 0.49 -1.01
H -1.946814 -1.217295 0.095755 0.25 1.03 0.87
```
Forces are in eV/Å.

Frontier orbital gap (alpha / beta) = 8.2693 / 8.2701 eV
F_max = 5.60 eV Å⁻¹
ΔE to the lowest compared entry with this formula, charge and spin = 116.8 kcal per mole

(2)
C4H6O2S | ωB97M-V with the def2-TZVPD basis set

The geometry in XYZ format:
```
13
Properties=species:S:1:pos:R:3:forces:R:3
C -1.408529 -1.217656 0.447657 0.49 -0.09 -0.53
S -2.047459 0.245130 -0.560981 -1.30 -1.95 0.77
C -0.820023 1.308620 -0.269080 -2.15 4.31 -0.34
C 0.409063 1.081778 -0.002470 2.88 -0.35 0.63
C 1.229412 0.011513 -0.389823 -0.85 -3.51 -2.74
O 0.868020 -0.919158 -1.157203 1.40 1.72 1.79
O 2.470951 0.180711 0.010692 3.03 -2.24 0.83
H -0.467372 -1.548125 -0.116483 -2.02 -0.32 0.68
H -2.276505 -1.937542 0.543085 1.26 0.75 -0.26
H -1.016685 -0.915970 1.457902 -0.85 0.17 -0.87
H -0.906860 2.471450 -0.226473 -1.38 -2.17 -0.23
H 0.922943 1.925228 0.305826 1.38 1.36 0.64
H 3.043050 -0.685984 -0.042644 -1.89 2.32 -0.38
```
Forces are in eV/Å.

Frontier orbital gap = 9.1485 eV
F_max = 4.83 eV Å⁻¹
ΔE to the lowest compared entry with this formula, charge and spin = 35.3 kcal per mole
Structure (SMILES) = CS/C=C\C(=O)O

(3)
C4H6O2S | ωB97M-V with the def2-TZVPD basis set

The geometry in XYZ format:
```
13
Properties=species:S:1:pos:R:3:forces:R:3
C 0.486338 -0.892938 0.324253 0.59 0.71 -1.35
C -0.043117 0.151147 0.026212 -0.81 1.29 0.44
C 1.301153 -1.895115 -0.368353 -3.68 0.01 0.06
C -1.872884 0.920271 1.542101 -1.05 -2.18 0.07
O -0.105535 1.021078 -2.297447 0.11 0.61 -0.09
O 1.601201 2.261516 -0.957535 -2.40 0.09 -1.02
S 0.214102 2.134218 -1.430122 2.42 -0.77 1.01
H 2.091171 -1.430082 -0.785081 2.95 1.50 -1.10
H 0.659945 -2.204444 -1.189009 0.11 -0.64 -0.02
H 1.524772 -2.630916 0.283100 1.18 -2.90 1.54
H -2.697196 0.581626 0.833423 1.22 0.99 1.01
H -1.739703 1.919539 1.921665 -0.12 0.12 -0.20
H -1.420248 0.064101 2.096794 -0.53 1.16 -0.36
```
Forces are in eV/Å.

<S²> = 2.0202
Frontier orbital gap (alpha / beta) = 6.5181 / 6.4005 eV
F_max = 3.68 eV Å⁻¹
ΔE to the lowest compared entry with this formula, charge and spin = 142.6 kcal per mole
Multiplicity = 3

(4)
C4H6O2Si | ωB97M-V with the def2-TZVPD basis set

The geometry in XYZ format:
```
13
Properties=species:S:1:pos:R:3:forces:R:3
C 0.114826 1.642472 -0.573827 1.08 -3.46 0.57
C -0.069466 0.839806 0.526771 3.85 -0.62 -4.73
C 0.699405 -0.404957 0.672822 1.04 1.02 -2.62
Si 1.936424 -1.285868 -0.205965 -1.10 0.39 1.49
H 0.699111 1.346049 -1.485132 -0.31 -0.35 1.21
H -0.224379 2.584053 -0.738928 -1.56 2.65 0.24
H -0.599197 1.095905 1.329984 -2.33 1.41 2.94
H 0.543400 -1.117349 1.418108 -1.01 -0.73 1.49
H 3.072814 -1.266163 -1.092010 0.17 0.67 -0.82
H 2.092563 -2.434733 0.632336 0.31 -0.96 0.27
O -3.232195 0.688051 0.024598 -1.14 1.30 0.58
C -2.785107 -0.354232 -0.135307 0.51 0.69 -0.52
O -2.248200 -1.333029 -0.373450 0.48 -2.03 -0.12
```
Forces are in eV/Å.

Frontier orbital gap (alpha / beta) = 7.5599 / 7.5607 eV
F_max = 6.13 eV Å⁻¹
ΔE to the lowest compared entry with this formula, charge and spin = 75.6 kcal per mole
Structure (SMILES) = C=CC=[SiH2].O=C=O